9
Properties=species:S:1:pos:R:3 method="wB97M-V/def2-TZVPD" homo_ev=-2.8 total_energy_ha=-711.24447 fmax_ev_per_a=3.69 de_lowest_kj_mol=116.4 total_charge=-1
N -1.84 0.05 0.20
N -0.41 -0.21 0.04
N 0.17 -1.35 -0.13
N 1.42 -1.16 -0.11
C 1.62 0.20 -0.01
S 3.10 0.97 -0.20
N 0.46 0.80 0.07
H -2.46 -0.17 -0.53
H -2.06 0.89 0.66

***

7
Properties=species:S:1:pos:R:3 method="wB97M-V/def2-TZVPD" homo_ev="-1.8 / -2.6" total_energy_ha=-642.66186 fmax_ev_per_a=3.19 de_lowest_kj_mol=317.5 total_charge=-1
C 0.91 0.05 0.03
N 1.81 -0.80 0.14
O -2.32 -0.98 -0.93
O -2.38 1.44 -0.10
S -1.96 0.01 0.07
H 1.09 1.03 0.28
H 2.84 -0.74 0.51

***

8
Properties=species:S:1:pos:R:3 method="wB97M-V/def2-TZVPD" homo_ev="-4.2 / -4.2" total_energy_ha=-1040.84540 fmax_ev_per_a=4.28 de_lowest_kj_mol=303.9 total_charge=-1
C -0.66 -0.26 0.18
N -0.28 0.40 -0.85
O 1.86 -0.76 -0.06
O 1.11 0.06 2.19
S -3.10 0.22 0.00
S 0.97 -0.97 1.11
H -0.70 1.12 -1.43
H 0.80 0.20 -1.14

***

9
Properties=species:S:1:pos:R:3 method="wB97M-V/def2-TZVPD" homo_ev=-4.8 total_energy_ha=-1439.13826 fmax_ev_per_a=5.25 de_lowest_kj_mol=83.5 total_charge=-1
O 2.11 0.42 -1.30
S 1.54 0.13 0.02
O 2.55 -0.39 0.98
N 0.28 -0.87 -0.04
C -0.91 -0.13 -0.12
S -1.22 1.44 -0.07
S -2.32 -1.32 -0.30
H 1.10 1.26 0.45
H -3.14 -0.56 0.40

***

8
Properties=species:S:1:pos:R:3 method="wB97M-V/def2-TZVPD" homo_ev=1.0 total_energy_ha=-661.15522 fmax_ev_per_a=1.90 de_lowest_kj_mol=74.1 total_charge=-2
C 0.86 -1.03 -0.46
N 0.83 -0.18 0.45
P -0.63 0.99 0.41
O -1.48 0.06 1.25
O -1.09 1.00 -1.02
O -0.14 2.29 1.05
H 1.43 -1.93 -0.25
H 0.23 -1.20 -1.43

***

8
Properties=species:S:1:pos:R:3 method="wB97M-V/def2-TZVPD" homo_ev=-10.5 total_energy_ha=-661.15792 fmax_ev_per_a=1.99 de_lowest_kj_mol=47.2
N 2.09 0.59 -1.08
C 1.69 0.30 -0.03
O 1.20 -0.22 1.00
P -0.66 -0.91 0.54
O -1.57 0.21 1.19
O -0.67 -0.49 -0.97
H -2.24 0.78 0.70
H 0.17 -0.27 -1.35

***

8
Properties=species:S:1:pos:R:3 method="wB97M-V/def2-TZVPD" homo_ev=-9.9 total_energy_ha=-661.14690 fmax_ev_per_a=3.53 de_lowest_kj_mol=76.1
N -2.15 -1.19 0.41
C -1.78 -0.12 0.14
O -1.35 1.00 -0.15
P 0.64 0.78 -0.74
O 1.29 0.33 0.74
O 0.77 -0.69 -1.27
H 1.35 1.07 1.43
H 1.24 -1.17 -0.55

***

8
Properties=species:S:1:pos:R:3 method="wB97M-V/def2-TZVPD" homo_ev=-10.3 total_energy_ha=-661.16865 fmax_ev_per_a=4.13 de_lowest_kj_mol=19.0
N -2.68 -1.25 -0.92
C -1.69 -0.92 -0.33
O -0.67 -0.55 0.07
H -3.56 -1.59 -0.93
O 1.98 2.85 0.40
P 2.03 1.50 -0.09
O 2.42 0.45 1.12
H 2.18 -0.49 0.69

***

9
Properties=species:S:1:pos:R:3 method="wB97M-V/def2-TZVPD" homo_ev=-10.6 total_energy_ha=-1059.35875 fmax_ev_per_a=5.38 de_lowest_kj_mol=123.8
C 0.70 1.38 0.18
N -0.08 1.35 1.07
O 1.41 -0.79 0.86
O -0.26 -0.82 -1.03
O 2.01 -1.89 -1.43
P 1.21 -0.97 -0.55
S 1.58 1.64 -1.12
H -0.09 0.61 1.87
H -0.43 -1.27 -1.86

***

8
Properties=species:S:1:pos:R:3 method="wB97M-V/def2-TZVPD" homo_ev="-3.3 / -3.3" total_energy_ha=-717.92452 fmax_ev_per_a=2.77 de_lowest_kj_mol=306.9 total_charge=-1
C 0.27 -0.56 -0.15
N 1.44 1.28 0.89
O -2.10 0.24 -1.14
O 1.10 -1.15 -0.69
O -2.28 -1.75 0.28
S -1.80 -0.38 0.16
H 2.29 0.73 0.71
H 1.09 1.59 -0.05

***

8
Properties=species:S:1:pos:R:3 method="wB97M-V/def2-TZVPD" homo_ev=-1.6 total_energy_ha=-717.99185 fmax_ev_per_a=4.64 de_lowest_kj_mol=130.1 total_charge=-1
C -1.95 0.11 -0.06
N 1.22 -0.53 -0.52
O -1.95 -0.92 -0.54
O -2.26 1.20 0.30
O 1.79 0.23 2.01
S 0.73 0.46 0.94
H 0.40 -0.33 -1.08
H 2.02 -0.22 -1.05

***

8
Properties=species:S:1:pos:R:3 method="wB97M-V/def2-TZVPD" homo_ev=-4.7 total_energy_ha=-717.97321 fmax_ev_per_a=3.25 de_lowest_kj_mol=179.1 total_charge=-1
C -0.01 -0.17 -0.08
N 0.23 -0.29 -1.30
O -2.91 -1.60 1.00
O 0.60 0.24 0.94
O -2.80 -0.94 -1.37
S -2.24 -1.79 -0.29
H -1.12 -0.65 0.05
H 1.10 0.01 -1.69

***

8
Properties=species:S:1:pos:R:3 method="wB97M-V/def2-TZVPD" homo_ev=-2.3 total_energy_ha=-717.85435 fmax_ev_per_a=4.20 de_lowest_kj_mol=491.2 total_charge=-1
C -0.09 -0.43 -0.29
N 0.10 -1.74 -0.23
O -4.02 -0.57 0.50
O -2.44 1.24 0.06
O -1.15 -1.18 0.24
S -3.03 -0.01 -0.43
H 0.25 0.35 0.44
H -0.58 0.07 -1.32

***

8
Properties=species:S:1:pos:R:3 method="wB97M-V/def2-TZVPD" homo_ev="-3.3 / -3.3" total_energy_ha=-717.90076 fmax_ev_per_a=4.58 de_lowest_kj_mol=369.3 total_charge=-1
C 0.90 -0.05 -0.14
N -2.86 -0.63 0.53
O 1.97 -0.38 -0.48
O -4.67 0.40 -0.76
O -1.70 -1.11 0.76
S -3.19 0.38 -0.64
H -0.06 -0.49 -0.52
H 0.76 0.74 0.75

***

9
Properties=species:S:1:pos:R:3 method="wB97M-V/def2-TZVPD" homo_ev=-0.4 total_energy_ha=-736.45107 fmax_ev_per_a=2.17 de_lowest_kj_mol=112.3 total_charge=-2
C 0.18 1.86 0.67
N -0.28 0.67 0.95
O 0.92 -2.45 -0.26
O -1.53 -2.25 -0.88
O 0.91 2.71 1.21
O 0.23 -0.94 -2.16
P -0.14 -1.79 -1.02
H -0.36 1.99 -0.26
H 0.06 0.21 1.76

***

9
Properties=species:S:1:pos:R:3 method="wB97M-V/def2-TZVPD" homo_ev="-4.2 / -4.2" total_energy_ha=-793.09946 fmax_ev_per_a=3.46 de_lowest_kj_mol=516.8 total_charge=-1
C 0.03 -0.10 -0.30
N 1.08 1.51 -1.37
O 0.93 2.61 -0.90
O -1.32 -1.34 -2.21
O 1.71 1.21 -2.35
O -0.22 -2.45 -0.28
S -0.05 -1.55 -1.48
H 0.73 -0.25 0.50
H -0.93 0.32 -0.02

***

5
Properties=species:S:1:pos:R:3 method="wB97M-V/def2-TZVPD" homo_ev=-11.1 total_energy_ha=-189.78807 fmax_ev_per_a=1.43 de_lowest_kj_mol=1.7
O 1.03 0.46 0.26
C -0.15 0.32 0.23
O -0.83 -0.67 -0.39
H -0.90 0.99 0.68
H -0.17 -1.12 -0.96

***

6
Properties=species:S:1:pos:R:3 method="wB97M-V/def2-TZVPD" homo_ev=-9.3 total_energy_ha=-587.92729 fmax_ev_per_a=0.62 de_lowest_kj_mol=156.2
C -1.12 0.25 -1.59
O -1.37 -0.43 -2.45
O 1.29 -0.52 0.93
S 0.01 0.19 1.72
H -0.78 0.35 0.64
H 1.96 0.16 0.75

***

7
Properties=species:S:1:pos:R:3 method="wB97M-V/def2-TZVPD" homo_ev=-9.5 total_energy_ha=-986.02959 fmax_ev_per_a=6.06 de_lowest_kj_mol=272.2
C 0.41 0.23 -0.56
O 1.00 0.01 2.15
O -1.96 -1.12 -0.66
S 0.63 -0.73 0.92
S -1.30 -0.09 0.17
H 0.55 1.63 -0.40
H 0.68 0.07 -1.62

***

7
Properties=species:S:1:pos:R:3 method="wB97M-V/def2-TZVPD" homo_ev="-10.2 / -10.2" total_energy_ha=-663.05838 fmax_ev_per_a=7.57 de_lowest_kj_mol=300.6
O 2.85 0.85 -0.74
S 1.53 0.41 -1.00
O 0.85 0.80 -2.19
C 0.62 0.15 0.39
O -0.88 -0.21 -0.25
H 0.74 -0.63 1.04
H -1.28 0.47 -0.79

***

7
Properties=species:S:1:pos:R:3 method="wB97M-V/def2-TZVPD" homo_ev="-6.9 / -11.4" total_energy_ha=-662.93895 fmax_ev_per_a=4.66 de_lowest_kj_mol=598.9 spin_multiplicity=3 s2=2.012
C -0.48 -0.46 -0.26
O 2.57 -0.49 -0.29
O 0.40 -0.85 0.95
O 1.27 1.42 0.35
S 1.21 -0.07 -0.15
H -0.50 -1.40 -0.85
H 0.36 1.65 0.59

***

7
Properties=species:S:1:pos:R:3 method="wB97M-V/def2-TZVPD" homo_ev="-10.2 / -10.6" total_energy_ha=-663.16705 fmax_ev_per_a=1.05 de_lowest_kj_mol=0.0 spin_multiplicity=3 s2=2.008
C -1.46 0.34 0.07
O 2.11 -0.53 -0.21
O -1.06 1.46 -0.06
O -0.74 -0.76 -0.02
S 3.46 -0.03 0.13
H -2.51 0.08 0.28
H 0.21 -0.58 -0.19

***

7
Properties=species:S:1:pos:R:3 method="wB97M-V/def2-TZVPD" homo_ev=-9.8 total_energy_ha=-340.02565 fmax_ev_per_a=5.16 de_lowest_kj_mol=440.8
O 0.09 0.50 -0.86
C -0.83 0.04 0.07
O -1.96 0.97 0.22
O -2.76 -0.10 0.01
O -1.72 -0.94 -0.29
H -0.40 1.22 -1.31
H -0.25 -0.39 1.01

***

9
Properties=species:S:1:pos:R:3 method="wB97M-V/def2-TZVPD" homo_ev=1.3 total_energy_ha=-1136.46175 fmax_ev_per_a=3.97 de_lowest_kj_mol=315.3 total_charge=-2
C -0.75 0.55 1.10
O -3.49 0.56 0.56
O 1.76 1.13 0.14
O -2.09 -0.81 -0.87
O 0.02 2.72 -0.14
S -2.19 0.46 -0.14
S 0.35 1.33 -0.11
H -0.27 -0.90 1.23
H 0.28 0.99 -1.43

***

6
Properties=species:S:1:pos:R:3 method="wB97M-V/def2-TZVPD" homo_ev=-2.0 total_energy_ha=-854.08203 fmax_ev_per_a=2.34 de_lowest_kj_mol=99.4 total_charge=-1
C -2.73 -0.34 -0.22
O -2.99 -1.22 -0.90
P -0.02 -0.95 0.02
S -3.05 1.03 0.51
H -0.10 0.47 -0.22
H -0.45 -1.32 -1.22

***

7
Properties=species:S:1:pos:R:3 method="wB97M-V/def2-TZVPD" homo_ev=-3.9 total_energy_ha=-1252.31507 fmax_ev_per_a=3.13 de_lowest_kj_mol=49.8 total_charge=-1
O -0.75 -1.43 -0.20
C -1.36 -0.43 -0.50
S -2.90 0.02 -0.70
S 0.08 1.26 -0.49
P 1.35 -0.17 0.05
H 1.12 0.02 1.42
H 2.45 0.72 0.42

***

6
Properties=species:S:1:pos:R:3 method="wB97M-V/def2-TZVPD" homo_ev="-8.4 / -8.4" total_energy_ha=-910.83893 fmax_ev_per_a=4.53 de_lowest_kj_mol=201.2
C -1.19 0.25 0.07
O -3.31 -0.79 0.02
S 0.04 1.48 0.14
S -2.84 0.54 -0.21
H -0.76 -0.75 0.05
H 1.06 0.62 -0.03

***

6
Properties=species:S:1:pos:R:3 method="wB97M-V/def2-TZVPD" homo_ev=-9.1 total_energy_ha=-910.85739 fmax_ev_per_a=4.91 de_lowest_kj_mol=152.8
C 0.12 0.31 -0.09
H -1.08 1.83 0.33
H -2.11 0.50 0.30
O -0.05 1.70 -0.04
S -1.27 -0.67 -0.02
S 1.45 -0.44 0.03

***

7
Properties=species:S:1:pos:R:3 method="wB97M-V/def2-TZVPD" homo_ev="-6.7 / -9.6" total_energy_ha=-1308.86433 fmax_ev_per_a=4.72 de_lowest_kj_mol=99.4 spin_multiplicity=3 s2=2.015
C 0.80 -0.06 -0.27
O -1.05 0.06 1.73
S -2.10 1.05 -0.81
S 0.07 -1.69 -0.42
S -0.89 0.01 0.31
H 1.97 0.13 0.57
H 1.21 0.51 -1.11

***

5
Properties=species:S:1:pos:R:3 method="wB97M-V/def2-TZVPD" homo_ev="-8.6 / -8.6" total_energy_ha=-835.49518 fmax_ev_per_a=4.02 de_lowest_kj_mol=400.7
C -0.04 0.04 0.01
S -1.32 -1.16 0.56
S 0.53 1.91 0.24
H 0.81 -0.53 0.34
H 0.02 -0.26 -1.15

***

45
Properties=species:S:1:pos:R:3 method="wB97M-V/def2-TZVPD" homo_ev=-9.7 total_energy_ha=-1068.39153 fmax_ev_per_a=7.64 de_lowest_kj_mol=478.5
N 0.93 -0.18 -1.41
C 0.39 0.66 -2.50
N -0.04 1.86 -1.84
H 1.81 0.01 -0.97
H 0.05 -0.24 -0.70
H 1.19 0.87 -3.24
H -0.39 0.07 -2.97
H -0.51 2.56 -2.34
H -0.78 1.73 -0.98
H -3.41 -1.00 2.39
H -3.44 0.29 2.61
O -4.04 -0.43 2.71
H 1.37 -1.81 -2.19
H 0.94 -2.83 -3.21
O 1.21 -2.70 -2.19
H 1.25 0.14 1.85
H 1.33 -1.40 2.33
O 0.81 -0.60 2.20
H 1.75 2.52 -0.74
H 3.00 3.51 -0.56
O 2.71 2.65 -0.93
H 2.40 -3.79 -0.72
H 1.07 -4.15 -0.32
O 2.01 -4.22 -0.04
H -1.78 -1.92 -0.81
H -0.69 -1.81 -1.84
O -1.48 -1.42 -1.46
H 3.00 -2.53 2.44
H 2.32 -3.14 1.31
O 2.12 -2.74 2.19
H -1.93 0.96 1.60
H -1.02 -0.14 1.65
O -1.85 0.03 1.33
H 0.92 3.30 2.18
H -0.29 3.48 1.39
O 0.65 3.28 1.33
H 3.08 1.41 0.26
H 3.94 0.28 -0.01
O 3.34 0.53 0.62
H -3.25 0.61 -1.55
H -4.40 -0.17 -1.14
O -4.19 0.64 -1.35
H -2.49 3.61 0.57
H -3.20 2.32 0.05
O -2.59 2.66 0.75

***

48
Properties=species:S:1:pos:R:3 method="wB97M-V/def2-TZVPD" homo_ev="0.2 / -6.4" total_energy_ha=-1508.78500 fmax_ev_per_a=1.83 total_charge=-1 spin_multiplicity=2 s2=0.751
C -1.60 -2.58 2.34
S -1.79 -1.21 3.54
H -0.64 -2.62 1.84
H -2.03 -3.50 2.79
H -2.41 -2.36 1.63
H -0.67 -0.67 4.01
H -3.08 0.60 0.02
H -3.03 1.68 1.03
O -2.63 1.45 0.18
H 1.35 1.29 3.36
H 1.97 0.19 2.49
O 1.57 0.33 3.37
H -0.31 -4.75 -1.67
H 0.16 -3.30 -2.16
O -0.58 -3.92 -2.09
H 4.69 -0.21 -1.76
H 4.27 0.23 -0.31
O 3.94 -0.03 -1.18
H -1.57 2.27 -1.27
H -0.93 1.20 -2.11
O -0.89 2.15 -1.95
H -2.95 -0.80 -2.23
H -4.58 -0.63 -2.07
O -3.72 -0.23 -2.18
H 2.05 2.61 -2.35
H 0.93 2.93 -3.49
O 1.66 3.23 -2.95
H 1.60 -2.03 -0.91
H 2.56 -2.07 -2.12
O 1.67 -2.32 -1.85
H -3.46 -1.99 0.06
H -4.22 -1.48 1.47
O -4.19 -1.53 0.50
H 2.45 2.00 1.96
H 2.43 1.69 0.45
O 2.83 1.41 1.30
H 1.13 3.42 -1.06
H 0.18 2.38 -0.50
O 1.05 2.81 -0.30
H 0.72 -0.98 -2.70
H -0.75 -1.02 -2.44
O -0.06 -0.39 -2.66
H 0.92 -0.37 0.80
H 2.48 -0.58 0.33
O 1.63 -0.98 0.55
H 0.40 2.64 2.67
H 0.49 3.05 4.25
O 0.94 2.97 3.39

***

7
Properties=species:S:1:pos:R:3 method="wB97M-V/def2-TZVPD" homo_ev="-14.0 / -14.0" total_energy_ha=-336.93172 fmax_ev_per_a=1.45 de_lowest_kj_mol=2.4 total_charge=+1 spin_multiplicity=2 s2=0.754
C -1.20 1.09 -0.48
O -0.04 0.80 -0.26
H -1.96 0.30 -0.62
H -1.48 2.11 -0.79
H 0.71 -0.84 1.49
Ag 2.59 -1.90 -0.68
O 1.39 -1.56 1.35

***

9
Properties=species:S:1:pos:R:3 method="wB97M-V/def2-TZVPD" homo_ev=-10.3 total_energy_ha=-1135.71140 fmax_ev_per_a=2.84 de_lowest_kj_mol=41.8
O -1.36 -0.51 -0.83
B -0.38 -0.08 0.08
O -0.70 0.43 1.26
C 1.19 0.09 -0.41
Cl 2.19 0.98 0.73
Cl 1.89 -1.46 -0.95
H -2.21 -0.49 -0.27
H -1.63 0.35 1.62
H 1.01 0.69 -1.24

***

7
Properties=species:S:1:pos:R:3 method="wB97M-V/def2-TZVPD" homo_ev=-15.4 total_energy_ha=-429.16475 fmax_ev_per_a=4.96 total_charge=+1
F -1.67 -0.27 0.52
O 0.72 0.40 1.10
Bi -0.84 0.33 2.14
C 0.36 -0.08 -0.63
H 0.96 -0.06 -1.55
H -0.10 0.86 -0.98
H 0.58 -1.17 -0.60

***

5
Properties=species:S:1:pos:R:3 method="wB97M-V/def2-TZVPD" homo_ev=-9.3 total_energy_ha=-2613.79051 fmax_ev_per_a=5.97 de_lowest_kj_mol=280.5
C 0.04 -0.32 -0.16
Br -0.65 -0.32 1.55
H 0.29 1.39 -0.36
H 1.13 -0.55 -0.17
H -0.81 -0.20 -0.85

***

7
Properties=species:S:1:pos:R:3 method="wB97M-V/def2-TZVPD" homo_ev="-10.1 / -8.8" total_energy_ha=-5529.16842 fmax_ev_per_a=2.24 de_lowest_kj_mol=423.3
C -0.81 -0.21 -0.46
P -1.02 -0.79 1.21
Br -0.52 1.92 -0.63
Br 3.55 0.43 0.19
H -1.59 -0.37 -1.16
H 0.12 -0.55 -0.79
H 0.27 -0.43 1.64

***

8
Properties=species:S:1:pos:R:3 method="wB97M-V/def2-TZVPD" homo_ev="-8.9 / -8.2" total_energy_ha=-5927.35452 fmax_ev_per_a=1.44 de_lowest_kj_mol=470.2
C -0.20 2.09 1.85
P 0.28 -1.22 -0.36
S -0.94 -1.40 1.20
Br -1.11 3.69 1.82
Br 1.64 2.26 1.90
H -0.79 1.20 2.18
H 1.66 -1.29 0.00
H 0.14 -2.25 -1.31

***

8
Properties=species:S:1:pos:R:3 method="wB97M-V/def2-TZVPD" homo_ev=-9.6 total_energy_ha=-5927.51226 fmax_ev_per_a=2.75 de_lowest_kj_mol=56.1
C 0.52 0.23 0.74
P -0.58 0.04 -0.67
S -2.06 1.39 -0.63
Br 0.81 -0.12 -2.61
Br -1.03 -2.22 -0.27
H 1.27 -0.58 0.74
H 1.03 1.19 0.93
H 0.04 0.07 1.77

***

9
Properties=species:S:1:pos:R:3 method="wB97M-V/def2-TZVPD" homo_ev=-9.0 total_energy_ha=-3899.07694 fmax_ev_per_a=2.98 de_lowest_kj_mol=347.9
C 1.34 0.12 0.13
O 0.29 -0.60 -0.48
Si -1.30 -0.56 -0.48
Cl -0.72 2.41 1.27
Cl -2.16 -0.31 -2.20
Br -2.13 -2.09 0.78
H 2.24 0.36 -0.55
H 1.66 -0.41 1.04
H 0.78 1.08 0.51